No. 1
C3H6O2S | the ωB97M-V functional and the def2-TZVPD basis

The calculation puts the frontier orbital gap at 9.846 eV. The value obtained for the total energy is -18136.1309 eV.

```
12
Properties=species:S:1:pos:R:3:forces:R:3
C 1.8247 0.2791 -1.3879 0.714 4.642 0.346
C -0.2773 0.2595 0.0175 5.290 -0.319 -1.822
C -1.0654 -0.7083 0.9651 2.414 -0.085 -1.620
H 2.0693 -0.4343 -2.1072 2.132 -0.631 -1.201
H 2.5107 0.7618 -0.6187 0.025 -1.312 -0.955
H 1.4454 1.1784 -1.8895 0.185 0.106 -0.481
H -0.2332 -0.9997 1.6814 -1.141 -0.457 -0.971
H -1.7647 -1.4837 0.5752 1.632 0.247 -0.134
H -3.0975 -0.4278 1.7687 0.575 1.121 0.360
O 0.8060 -0.3614 -0.8447 -6.858 -2.850 4.466
O -0.1568 1.4438 0.1953 -0.930 -1.190 -0.266
S -2.0614 0.4925 1.6447 -4.039 0.727 2.277
```
Forces are in eV/Å.

Here are the Mulliken charges for atoms 1 to 8, given in e:
1. C -0.605
2. C 0.479
3. C -0.378
4. H 0.294
5. H 0.227
6. H 0.270
7. H 0.229
8. H 0.377

=====

No. 2
C4H11NOS | the ωB97M-V functional and the def2-TZVPD basis

The calculation puts the frontier orbital gap at 9.402 eV. The value obtained for the total energy is -18698.1880 eV. Its SMILES is CN[C@H](CO)CS.

```
18
Properties=species:S:1:pos:R:3:forces:R:3
C 1.6573 -1.8375 1.3961 -0.929 0.569 -0.070
N 1.2491 -1.5720 0.0179 0.125 -0.145 -0.832
C 0.5325 -0.3475 -0.3423 0.022 0.710 0.860
C 1.3151 0.9051 0.1548 -1.712 0.030 -0.578
O 0.4571 2.0433 0.2721 0.302 0.260 0.066
C -0.9006 -0.3780 0.2266 0.321 0.226 -0.939
S -2.1041 0.4637 -0.9454 0.669 -0.422 0.751
H 1.8970 -0.9386 1.9798 0.577 -0.219 -0.150
H 0.8309 -2.2679 1.9568 -0.139 -0.380 -0.031
H 2.4669 -2.5570 1.3442 0.148 0.094 0.336
H 2.0456 -1.6844 -0.5862 0.094 -0.003 -0.152
H 0.4468 -0.2065 -1.4273 0.226 -0.731 0.069
H 1.6277 0.7534 1.1817 0.662 -0.040 -0.207
H 2.0812 1.0789 -0.6029 0.567 0.100 0.590
H 0.2690 2.4173 -0.5927 -0.071 -0.148 -0.089
H -0.8610 0.0977 1.2048 -0.612 -0.047 -0.023
H -1.2064 -1.4162 0.2613 -0.101 -0.092 0.320
H -2.6142 1.2818 -0.0318 -0.151 0.238 0.080
```
Forces are in eV/Å.

Here are the Mulliken charges for atoms 1 to 8, given in e:
1. C -0.830
2. N -0.424
3. C 0.004
4. C -0.604
5. O -0.558
6. C -0.825
7. S -0.239
8. H 0.255

=====

No. 3
C5H9Cl2O4P | the ωB97M-V functional and the def2-TZVPD basis

The calculation puts the frontier orbital gap (alpha / beta) at 6.667 / 8.053 eV. The value obtained for the total energy is -47849.5573 eV.

```
21
Properties=species:S:1:pos:R:3:forces:R:3
C 1.0543 0.7505 0.3895 -1.360 -2.578 0.115
C 2.1573 0.0797 0.3361 1.599 -2.211 -0.617
C 1.7541 2.9564 0.4267 -1.969 3.295 -0.911
C -2.7452 -0.7680 1.4731 -1.192 -1.396 -2.282
C -0.4973 -1.0339 -2.2557 -2.119 -1.684 -0.973
O -0.7319 -2.8350 1.1778 0.381 -0.469 -0.223
O 0.7329 1.9695 0.4030 -1.144 1.641 0.534
O -1.9882 -0.7998 0.2624 1.486 0.413 -0.987
O -0.6104 -2.1184 -1.3470 -0.208 -1.221 -0.035
P -0.6681 -1.7759 0.1763 -1.483 2.639 1.144
Cl 2.0401 -1.7183 0.2622 1.029 0.907 0.116
Cl 3.7893 0.6488 -0.0259 -0.101 -0.592 0.164
H 2.6631 2.5817 0.1410 1.934 -0.855 -0.546
H 1.8782 3.4892 1.3975 -0.602 -0.532 -0.603
H 1.4090 3.6523 -0.4178 0.684 -0.456 1.546
H -3.1702 0.1589 1.7811 0.577 0.858 0.171
H -2.2749 -1.4249 2.0993 1.497 -0.575 2.783
H -3.5352 -1.4266 1.1888 -1.524 -0.082 0.010
H -0.7745 -1.2929 -3.2872 -0.989 -0.195 0.699
H 0.4677 -0.8697 -2.3791 4.741 1.146 -0.176
H -0.9501 -0.2235 -1.8021 -1.237 1.945 0.070
```
Forces are in eV/Å.

Here are the Mulliken charges for atoms 1 to 8, given in e:
1. C 0.027
2. C 0.468
3. C -0.657
4. C -0.892
5. C -0.688
6. O -0.612
7. O -0.291
8. O -0.289